Density functional theory data (wB97M-V/def2-TZVPD) for a structure of composition C47H40Cl2FN4O7Rb.

## Properties
* total charge: -2
* highest occupied orbital energy: -3.100 eV
* energy above the lowest of the compared OMol25 structures with the same formula, charge and spin: 12.5 kcal/mol

Each line ends with the Löwdin charge.
Cartesian coordinates (Å):
Rb1 0.319 -0.255 -0.155  0.97
N1 3.278 0.514 2.762  0.12
C1 2.749 1.235 3.818  -0.25
C2 3.165 1.098 5.123  -0.05
C3 2.600 1.882 6.152  -0.12
C4 1.623 2.802 5.898  -0.08
C5 1.152 2.958 4.566  -0.17
C6 0.097 3.834 4.216  -0.02
C7 -0.337 3.887 2.924  -0.03
C8 0.299 3.073 1.955  -0.09
N2 1.282 2.258 2.246  0.13
C9 1.712 2.188 3.532  -0.16
H1 3.280 -0.481 2.945  0.08
H2 2.691 0.662 1.950  0.06
H3 3.940 0.377 5.363  0.10
H4 2.958 1.743 7.166  0.09
H5 1.186 3.402 6.688  0.09
H6 -0.369 4.435 4.990  0.11
H7 -1.165 4.512 2.614  0.09
H8 -0.034 3.063 0.917  0.09
C10 1.869 -2.419 -7.098  -0.05
C11 3.260 -2.484 -6.474  -0.32
C12 4.233 -1.713 -7.357  -0.16
C13 5.607 -1.622 -6.722  -0.14
C14 5.488 -0.958 -5.381  -0.15
C15 6.482 -0.150 -4.879  0.03
C16 6.343 0.422 -3.620  -0.27
F1 7.352 1.212 -3.173  0.04
C17 5.246 0.200 -2.843  0.07
C18 4.218 -0.615 -3.338  -0.03
C19 3.063 -0.881 -2.444  -0.31
O1 2.977 -0.334 -1.349  0.00
C20 2.088 -1.809 -2.988  -0.03
C21 2.241 -2.251 -4.251  0.02
N3 3.281 -1.951 -5.100  0.01
C22 4.320 -1.174 -4.617  -0.09
C23 0.858 -2.238 -2.185  -0.80
O2 1.049 -3.100 -1.312  -0.02
O3 -0.193 -1.608 -2.448  -0.16
H9 1.950 -2.682 -8.155  0.08
H10 1.466 -1.407 -7.020  0.10
H11 1.154 -3.104 -6.647  0.07
H12 3.586 -3.532 -6.438  0.15
H13 3.833 -0.708 -7.524  0.13
H14 4.274 -2.211 -8.327  0.11
H15 6.301 -1.068 -7.357  0.11
H16 6.022 -2.630 -6.603  0.12
H17 7.381 0.041 -5.454  0.12
H18 5.135 0.626 -1.854  0.14
H19 1.479 -2.892 -4.672  0.13
Cl1 -2.477 -2.506 -0.456  0.82
C24 -3.886 -2.179 0.487  -0.57
C25 -5.019 -1.733 -0.179  -0.12
C26 -6.167 -1.433 0.536  -0.10
C27 -6.188 -1.583 1.912  -0.13
C28 -5.045 -2.028 2.559  -0.59
Cl2 -5.111 -2.215 4.290  0.66
C29 -3.863 -2.332 1.883  -0.31
N4 -2.700 -2.700 2.589  0.06
C30 -2.165 -3.980 2.435  -0.22
C31 -2.923 -5.049 1.950  -0.04
C32 -2.359 -6.304 1.783  -0.12
C33 -1.029 -6.520 2.099  -0.12
C34 -0.284 -5.463 2.611  -0.05
C35 -0.819 -4.198 2.806  -0.14
C36 0.021 -3.128 3.470  -0.05
C37 0.358 -1.884 2.616  -0.68
O4 1.528 -1.720 2.230  -0.06
O5 -0.611 -1.099 2.375  -0.16
H20 -4.972 -1.602 -1.252  0.11
H21 -7.044 -1.065 0.018  0.10
H22 -7.070 -1.353 2.494  0.09
H23 -1.955 -1.958 2.563  0.08
H24 -3.959 -4.879 1.677  0.11
H25 -2.967 -7.110 1.385  0.09
H26 -0.571 -7.490 1.947  0.08
H27 0.758 -5.616 2.872  0.11
H28 0.953 -3.582 3.800  0.10
H29 -0.516 -2.769 4.357  0.12
C38 -4.527 5.412 3.104  -0.07
C39 -3.800 4.828 1.921  -0.30
C40 -3.069 5.637 1.058  -0.04
C41 -2.355 5.103 -0.014  -0.22
C42 -1.570 6.003 -0.932  -0.04
C43 -2.368 3.725 -0.230  -0.07
C44 -3.098 2.893 0.627  -0.20
C45 -3.100 1.402 0.422  -0.02
C46 -3.807 3.458 1.684  -0.02
C47 -1.566 3.121 -1.391  -0.68
O6 -1.952 3.410 -2.540  -0.02
O7 -0.586 2.415 -1.029  -0.12
H30 -4.747 6.471 2.953  0.06
H31 -3.934 5.327 4.021  0.07
H32 -5.473 4.897 3.285  0.07
H33 -3.044 6.712 1.224  0.10
H34 -1.626 7.042 -0.599  0.06
H35 -1.935 5.920 -1.956  0.08
H36 -0.518 5.705 -0.957  0.09
H37 -3.254 1.140 -0.627  0.10
H38 -3.872 0.917 1.023  0.07
H39 -2.133 0.992 0.711  0.05
H40 -4.374 2.804 2.344  0.11